Computed, not measured: a molecular structure, C20H20N6O2STi, with ωB97M-V/def2-TZVPD.

Maximum force = 0.37 eV/A
Multiplicity = 2
E = -2500.68284 a.u.
ΔE to the lowest compared entry with this formula, charge and spin = 0.00 kJ/mol
Charge = +1
LUMO (alpha / beta) = -4.176 / -4.098 eV
HOMO energy (alpha / beta) = -11.491 / -11.511 eV
Frontier orbital gap (alpha / beta) = 7.315 / 7.413 eV

```
50
C20H20N6O2STi (ωB97M-V/def2-TZVPD)
C -3.09537 3.32985 -0.01423
C -5.74642 0.10659 2.73393
Ti -0.12343 0.42381 0.45174
H -7.12982 -1.09633 3.84283
C 1.49679 -1.92050 -0.45872
N 3.45967 1.52632 1.59298
H -3.06264 4.83858 1.52377
S -0.47874 3.70217 -0.04758
H 4.11864 -0.13234 -2.58072
C 2.59545 -2.63861 -0.87803
H -5.67650 -3.09506 3.83747
O -0.17618 2.22839 -0.41678
C -5.34879 -2.18575 3.35245
H -1.92490 3.63173 -1.90074
C 3.39107 -0.67446 -1.99489
C 3.93479 1.98945 0.44169
H -3.01077 2.24431 -0.09616
H -3.30158 3.22028 2.16657
N 4.36189 2.39271 -0.55159
C -2.03809 4.00097 -0.88290
C 0.37992 -3.93398 0.75912
N -0.49163 -1.63728 0.67163
C -3.69173 -0.97071 2.10504
H -0.79981 4.42407 2.20632
H -2.15907 5.08748 -0.91373
H -4.09790 3.61666 -0.32877
N 1.15049 0.83125 1.94940
N -1.63300 -1.98606 1.35807
H 4.43396 -2.54674 -1.98728
N 1.33967 -0.61531 -0.78336
H 1.20054 -4.13642 1.45149
C -2.37780 -0.92119 1.44112
C 2.26643 1.19251 1.73047
C -2.77535 3.79292 1.40364
H 0.51284 -4.58039 -0.10963
C -4.50984 0.15402 2.10976
C -6.16480 -1.06044 3.35500
H 2.09287 1.03273 -1.75788
C -4.11469 -2.14469 2.72891
H -0.56060 -4.17029 1.24579
C 0.40164 -2.50504 0.36175
H -4.17804 1.05795 1.61770
H -6.38718 0.97832 2.73628
H 2.70337 -3.67723 -0.60101
C 2.25843 -0.01446 -1.53707
O -1.99828 0.23758 0.92548
H -3.47234 -3.01361 2.72167
H -0.97708 2.68343 2.01349
C -1.25943 3.64984 1.59440
C 3.56025 -2.00141 -1.65723
```

Computed, not measured: a single C6H10O molecule, with ωB97M-V/def2-TZVPD.

Maximum force = 0.34 eV/A
Multiplicity = 1
E = -309.83888 a.u.
ΔE to the lowest compared entry with this formula, charge and spin = 9.17 kJ/mol
SMILES = O[C@@H]1C=CCCC1
LUMO = 1.025 eV
HOMO energy = -9.500 eV
Frontier orbital gap = 10.525 eV

```
17
C6H10O (ωB97M-V/def2-TZVPD)
H -0.20943 2.70618 0.03724
O 2.19147 -0.94393 0.77552
H 1.96857 1.62163 0.18419
H 0.17659 -2.21331 0.21278
H 1.84293 -0.58101 -1.14512
H 1.79968 -0.75663 1.63805
C -0.01682 -1.25780 -0.28812
C -1.23788 -0.55846 0.31185
C -1.39710 0.84256 -0.28217
H -1.61640 0.76200 -1.35770
H -2.25286 1.36050 0.16701
H -2.13494 -1.16118 0.13041
H -1.13637 -0.47312 1.40189
C 1.29440 -0.43967 -0.20908
C 1.06706 1.04010 -0.01165
H -0.23702 -1.49053 -1.33795
C -0.12839 1.62604 -0.08158
```

Computed, not measured: 3 unconnected molecules or ions with the total composition C4H13NO2 in a non-equilibrium geometry, with ωB97M-V/def2-TZVPD.

Maximum force = 4.06 eV/A
Multiplicity = 1
E = -365.36452 a.u.
ΔE to the lowest compared entry with this formula, charge and spin = 204.71 kJ/mol
SMILES = C=CNCC.O.O
LUMO = 0.833 eV
HOMO energy = -7.985 eV
Frontier orbital gap = 8.818 eV

```
20
C4H13NO2 (ωB97M-V/def2-TZVPD)
C 0.66221 1.21504 0.95139
C 1.30798 -2.10991 -0.68568
H -1.10970 -0.70163 -2.21713
H 1.85706 0.86055 2.66288
C 0.86278 1.34072 2.50630
H 1.77330 -0.05464 -1.12816
O -1.54910 -0.30394 -2.95432
H -2.83569 -0.51296 -1.45264
H 0.28397 0.65273 3.13368
H 1.41221 1.70696 0.28094
H -0.27188 1.76540 0.84202
H 0.01523 -0.75318 0.97717
H 0.86954 -2.82234 0.16002
H 1.07637 2.38777 2.76626
H -3.80199 0.42635 -0.56711
N 0.48342 -0.06987 0.36365
C 1.32824 -0.79015 -0.44743
H -1.08725 0.53152 -3.07814
H 1.70819 -2.60150 -1.56533
O -2.98488 -0.16693 -0.54838
```

Computed, not measured: a single C4H8N4O molecule in a non-equilibrium geometry, with ωB97M-V/def2-TZVPD.

Maximum force = 9.04 eV/A
Multiplicity = 3
E = -451.15587 a.u.
ΔE to the lowest compared entry with this formula, charge and spin = 444.38 kJ/mol
LUMO (alpha / beta) = 0.890 / -1.929 eV
HOMO energy (alpha / beta) = -5.708 / -7.886 eV
Frontier orbital gap (alpha / beta) = 6.598 / 5.957 eV

```
17
C4H8N4O (ωB97M-V/def2-TZVPD)
N 1.75604 -0.30284 -3.21185
H 1.56064 1.31560 -0.95094
H -0.21190 2.02978 0.64005
C -0.05764 1.33356 1.49746
H 0.96421 1.12301 1.47468
N -0.30293 -0.15896 -0.22602
H -0.51096 1.58277 2.45951
N -0.68397 0.17444 0.97496
H -0.36903 -1.32326 2.38128
N -0.61793 -1.25380 -0.84152
O -0.07160 -1.26385 -2.04309
C 0.91529 -0.23647 -2.28271
C -1.15382 -0.86443 1.82685
C 0.72338 0.75069 -1.28883
H 1.49940 -0.89423 -3.93784
H -1.91580 -0.51646 2.47434
H -1.52338 -1.49554 1.05366
```

Among the records above, which one has the highest E? C6H10O